(1)
{
  "formula": "C6H12",
  "method": "the ωB97M-V functional and the def2-TZVPD basis",
  "elements": ["C", "C", "C", "C", "C", "H", "H", "H", "H", "H", "H", "H", "H", "C", "H", "H", "H", "H"],
  "positions_angstrom": [[0.91913, -1.45012, 1.22840], [1.22582, -0.02626, 0.77372], [1.25332, 0.33725, -0.70247], [0.30061, 1.26448, -0.58724], [0.07498, 1.02837, 0.88301], [-0.01710, -1.83581, 0.80701], [0.83069, -1.48286, 2.32183], [1.72338, -2.13826, 0.94380], [2.12892, 0.32489, 1.28319], [1.82638, -0.02789, -1.55131], [-0.19915, 1.93866, -1.27956], [0.29066, 1.91205, 1.48533], [-0.89405, 0.61312, 1.19598], [-1.90250, -0.08687, -1.36101], [-0.82628, -0.15846, -1.20124], [-2.35767, 0.70950, -0.75884], [-2.06827, 0.12606, -2.41857], [-2.30887, -1.04785, -1.06203]],
  "max_force_ev_per_a": 1.00,
  "total_charge": 0,
  "smiles": "C[C@H]1C=CC1.C",
  "homo_energy_ev": -8.995,
  "de_lowest_kcal_mol": 58.8,
  "spin_multiplicity": 1,
  "gap_ev": 10.1
}


(2)
{
  "formula": "C48H36BrF14IrN2OP2SSbSe4Te",
  "method": "the ωB97M-V functional and the def2-TZVPD basis",
  "elements": ["Ir", "C", "C", "C", "C", "C", "C", "C", "P", "C", "C", "C", "C", "C", "C", "C", "C", "C", "C", "C", "C", "C", "C", "H", "H", "H", "H", "H", "H", "H", "H", "H", "H", "H", "H", "H", "H", "H", "H", "H", "H", "H", "H", "Se", "Sb", "Se", "Se", "Se", "Br", "C", "C", "C", "C", "N", "C", "H", "H", "H", "H", "F", "C", "F", "F", "C", "C", "C", "C", "C", "C", "P", "C", "C", "C", "C", "C", "C", "C", "F", "F", "F", "C", "C", "C", "C", "C", "C", "C", "F", "F", "F", "H", "H", "H", "H", "H", "H", "H", "H", "H", "H", "H", "H", "S", "C", "N", "F", "Te", "F", "F", "F", "F", "O"],
  "positions_angstrom": [[19.33107, -14.17663, 2.86903], [23.39877, -13.53090, 6.25617], [24.53943, -14.20599, 5.56984], [25.74401, -14.30541, 6.28156], [26.78943, -15.10469, 5.81762], [26.71365, -15.65727, 4.56468], [25.52424, -15.49903, 3.82688], [24.40135, -14.87567, 4.31578], [22.86634, -14.77278, 3.30418], [23.45638, -15.45282, 1.60721], [23.82392, -14.58067, 0.56654], [24.05522, -14.97814, -0.75872], [24.02872, -16.31974, -1.07855], [23.74776, -17.22345, -0.05686], [23.43612, -16.85135, 1.26015], [23.06088, -18.02005, 2.15826], [22.76359, -12.93654, 3.15594], [23.96618, -12.28487, 2.84830], [24.09424, -10.89233, 2.82683], [22.92097, -10.13143, 2.89980], [21.71912, -10.77854, 3.20958], [21.61495, -12.16364, 3.41111], [20.30005, -12.70234, 3.82827], [23.76144, -12.67736, 6.84683], [22.98296, -14.22782, 7.02736], [22.51828, -13.22918, 5.63950], [25.86773, -13.69721, 7.17978], [27.59365, -15.26092, 6.49971], [27.54879, -16.14419, 4.04388], [25.53462, -15.86583, 2.78954], [23.97903, -13.52866, 0.85439], [24.11670, -14.20182, -1.51685], [24.22825, -16.70744, -2.09920], [23.73302, -18.26096, -0.32364], [23.73724, -18.83787, 1.89819], [22.05065, -18.31344, 1.95923], [23.12252, -17.79248, 3.24212], [24.85305, -12.84429, 2.53086], [25.13714, -10.52616, 2.73988], [22.93875, -9.06082, 2.81755], [20.75365, -10.20548, 3.19210], [19.59328, -11.86417, 3.78489], [20.32147, -12.98993, 4.91327], [23.34227, -17.72324, 6.06103], [20.91022, -17.35867, 6.47031], [20.57129, -17.36453, 8.94628], [19.93384, -19.60010, 5.91466], [19.66478, -15.48755, 5.04358], [19.47092, -16.31151, -2.43891], [19.62543, -14.78422, -1.22581], [19.44235, -13.52677, -1.79783], [19.49554, -12.42432, -0.94527], [19.82575, -12.60795, 0.39415], [19.87030, -13.86488, 0.94981], [19.96885, -14.93965, 0.12459], [19.19076, -13.40340, -2.84670], [19.09578, -11.47025, -1.28048], [19.98874, -11.78360, 1.06524], [20.07173, -15.95032, 0.51169], [11.94706, -15.40005, 6.87611], [12.65612, -15.98820, 5.86174], [13.00699, -17.21639, 6.41730], [11.76618, -16.29042, 4.88367], [13.80906, -15.18736, 5.40690], [15.12365, -15.47844, 5.70736], [16.15354, -14.81079, 5.10320], [15.92542, -13.83452, 4.15117], [14.61954, -13.59937, 3.79527], [13.53514, -14.18879, 4.48313], [17.22401, -12.87058, 3.38935], [17.06821, -11.27683, 4.15478], [17.78684, -10.83288, 5.25964], [17.55151, -9.61004, 5.91644], [16.51920, -8.78548, 5.46873], [15.80766, -9.24300, 4.35297], [16.01908, -10.45142, 3.72044], [16.11364, -7.52291, 6.10504], [15.05774, -7.68358, 7.04467], [15.59387, -6.63332, 5.21932], [17.11587, -6.86597, 6.74646], [16.55345, -12.85165, 1.72457], [16.01616, -14.02482, 1.18489], [15.57717, -14.09210, -0.12489], [15.73876, -12.97305, -0.97411], [16.28608, -11.78532, -0.46844], [16.70086, -11.76702, 0.86059], [15.32946, -13.11899, -2.37410], [16.26963, -13.57651, -3.23893], [14.92028, -11.86445, -2.89228], [14.24729, -13.92409, -2.60265], [15.36954, -16.21156, 6.46397], [17.15272, -15.11121, 5.35330], [14.32823, -12.81683, 3.02414], [12.52491, -13.81158, 4.22870], [18.54997, -11.45318, 5.67158], [18.12550, -9.37942, 6.81339], [15.04943, -8.57268, 3.88601], [15.40522, -10.62963, 2.81237], [16.14460, -14.95222, 1.76286], [15.21888, -15.05373, -0.51966], [16.38727, -10.90327, -1.10844], [17.17543, -10.86234, 1.20670], [20.08570, -12.87406, 9.07559], [19.74565, -11.33434, 8.58960], [19.55110, -10.22292, 8.28658], [19.46901, -17.89505, 0.90551], [17.84922, -17.46682, 1.78747], [17.44163, -19.35678, 1.68223], [16.99886, -17.21099, 0.14923], [18.75532, -17.77622, 3.42154], [16.19303, -17.10697, 2.63809], [18.26865, -15.72457, 1.95976]],
  "max_force_ev_per_a": 3.86,
  "total_charge": 0,
  "homo_energy_ev": [-7.943, -8.154],
  "de_lowest_kcal_mol": 20.2,
  "spin_multiplicity": 6,
  "gap_ev": [5.7, 4.3]
}


(3)
{
  "formula": "C37H65IN6OP2SiW",
  "method": "the ωB97M-V functional and the def2-TZVPD basis",
  "elements": ["W", "C", "C", "C", "P", "C", "C", "C", "C", "C", "C", "C", "C", "C", "N", "C", "C", "C", "C", "C", "C", "P", "C", "C", "C", "C", "C", "C", "H", "H", "H", "H", "H", "H", "H", "H", "H", "H", "H", "H", "H", "H", "H", "H", "H", "H", "H", "H", "H", "H", "H", "H", "H", "H", "H", "H", "H", "H", "H", "H", "H", "H", "H", "H", "C", "Si", "C", "C", "C", "C", "C", "C", "C", "C", "H", "H", "H", "H", "H", "H", "H", "H", "H", "H", "H", "H", "H", "H", "H", "H", "H", "H", "H", "H", "H", "N", "C", "N", "N", "C", "N", "H", "H", "H", "H", "N", "C", "O", "C", "I", "H", "H", "H", "H"],
  "positions_angstrom": [[-0.21718, -0.54862, -0.10170], [-1.16439, 1.91497, 3.27432], [-0.68503, 0.52070, 3.68553], [-0.19646, 0.52571, 5.13594], [0.44735, -0.18423, 2.41702], [1.29079, -1.66603, 3.10156], [2.45525, -1.33406, 4.03900], [0.29302, -2.63014, 3.76004], [1.80499, 0.96904, 2.07602], [2.35515, 1.87771, 2.97568], [3.44371, 2.65891, 2.60896], [3.96454, 2.55036, 1.32351], [3.42585, 1.64706, 0.42127], [2.36568, 0.82611, 0.80232], [1.81349, -0.14731, -0.06003], [2.70976, -0.85452, -0.89550], [3.99744, -1.17009, -0.45888], [4.85840, -1.87839, -1.27953], [4.45574, -2.27946, -2.54622], [3.17197, -1.98805, -2.97195], [2.28082, -1.29651, -2.15088], [0.56987, -0.92181, -2.61021], [-0.06183, -2.27910, -3.69142], [-0.17635, -3.61530, -2.96964], [0.66243, -2.44973, -5.03868], [0.67154, 0.54478, -3.72120], [-0.64256, 0.78182, -4.46470], [1.12006, 1.80558, -2.98923], [-2.05157, 2.17923, 3.85026], [-1.42655, 1.97135, 2.21938], [-0.40090, 2.66623, 3.48394], [-1.54362, -0.15430, 3.63574], [0.67845, 1.15469, 5.28894], [0.03086, -0.46929, 5.50631], [-0.99516, 0.92983, 5.75986], [1.70751, -2.15264, 2.21091], [2.14834, -0.70728, 4.87334], [3.27299, -0.84149, 3.51679], [2.84090, -2.26621, 4.45147], [0.26267, -2.47743, 4.83757], [0.60735, -3.65786, 3.58693], [-0.72848, -2.52678, 3.38886], [1.95384, 1.96770, 3.97534], [3.88570, 3.34110, 3.32190], [4.80224, 3.16522, 1.02522], [3.84610, 1.55584, -0.57107], [4.32119, -0.87233, 0.52777], [5.84788, -2.12462, -0.91966], [5.13062, -2.82321, -3.19112], [2.86744, -2.30783, -3.95547], [-1.06808, -1.93121, -3.92254], [0.80506, -3.99497, -2.68380], [-0.63327, -4.34365, -3.64025], [-0.79997, -3.55444, -2.08069], [1.42556, -3.22345, -4.97786], [1.12178, -1.54290, -5.42589], [-0.06578, -2.78160, -5.77919], [1.45885, 0.26823, -4.43050], [-1.47442, 0.89086, -3.76463], [-0.88623, -0.01688, -5.16114], [-0.57213, 1.70597, -5.03815], [0.29303, 2.22585, -2.41653], [1.42933, 2.55130, -3.72032], [1.95971, 1.62636, -2.31377], [-3.25379, -0.59225, 1.55382], [-2.92100, -0.21064, -0.28290], [-3.84921, 1.45614, -0.65695], [-4.21768, 1.59283, -2.14004], [-5.14393, 1.49399, 0.17827], [-3.08073, 2.72996, -0.30000], [-3.85693, -1.61789, -1.22713], [-3.53293, -1.59561, -2.72031], [-5.38115, -1.53636, -1.05253], [-3.44481, -2.98105, -0.67167], [-4.29970, -0.88492, 1.66473], [-3.08898, 0.27412, 2.18924], [-2.64665, -1.41635, 1.94064], [-4.90569, 0.82569, -2.48538], [-3.33479, 1.57069, -2.78285], [-4.70890, 2.55622, -2.29967], [-5.82181, 0.66733, -0.02176], [-5.68184, 2.41615, -0.05685], [-4.93963, 1.50884, 1.24832], [-2.25841, 2.90392, -0.99383], [-2.70478, 2.72947, 0.72326], [-3.75632, 3.58453, -0.38846], [-4.00077, -0.76526, -3.24520], [-3.86633, -2.51895, -3.20193], [-2.45874, -1.51214, -2.86432], [-5.82614, -0.67071, -1.53741], [-5.68437, -1.53530, -0.00499], [-5.82941, -2.42306, -1.50891], [-2.38468, -3.17982, -0.79356], [-3.97638, -3.77167, -1.20696], [-3.70011, -3.08685, 0.38505], [-0.14377, 6.15802, 0.34350], [0.29537, 4.94209, 0.65152], [1.17393, 4.77774, 1.64216], [-0.19207, 3.93742, -0.06081], [-0.13471, 2.68733, 0.02238], [-0.24331, 1.52290, -0.07305], [0.19758, 6.98699, 0.79977], [-0.84814, 6.25009, -0.36993], [1.54639, 5.56682, 2.14419], [1.64022, 3.88656, 1.75606], [-0.98802, -4.31829, 0.99643], [0.10294, -3.64396, 0.53205], [-0.20309, -2.33849, 0.17121], [1.32835, -4.10485, 0.27905], [4.20297, -4.28654, 2.02811], [-1.74491, -3.79189, 1.39781], [-0.81954, -5.22145, 1.40894], [2.05969, -3.48630, -0.21613], [1.56122, -5.13707, 0.48938]],
  "max_force_ev_per_a": 0.76,
  "total_charge": 2,
  "homo_energy_ev": [-12.509, -12.442],
  "de_lowest_kcal_mol": 19.0,
  "spin_multiplicity": 3,
  "gap_ev": [5.7, 5.3]
}